Entry 1:
The following is a DFT calculation (ωB97M-V/def2-TZVPD) of a 2-piece molecular cluster, C3H9N2OS overall.

The geometry in XYZ format:
```
16
Properties=species:S:1:pos:R:3:forces:R:3:nbo_charge:R:1
C 1.08238 0.87591 -0.31513 -0.1 -1.0 -0.2 0.29
C -1.83598 0.24377 1.42033 0.0 0.0 -0.2 -0.73
C -0.37485 -1.33516 -0.23256 0.1 0.4 -0.4 0.02
N 1.27303 2.04535 0.23761 0.6 0.2 -0.4 -0.77
N 0.07202 -1.93778 -1.32241 -0.3 0.1 0.5 -0.73
O 2.02298 0.60434 -1.23364 0.0 0.7 0.3 -0.68
S -1.88930 -0.57256 -0.19700 -0.1 -0.3 0.1 0.43
H -1.88605 1.31647 1.25363 0.1 0.0 0.0 0.24
H -0.91646 -0.02030 1.92869 0.1 0.0 0.1 0.24
H -2.69422 -0.07279 2.00421 0.0 -0.1 0.0 0.26
H 0.18695 -1.44085 0.68204 0.1 -0.1 0.0 0.25
H 0.65586 2.38637 0.95562 0.1 -0.1 -0.1 0.41
H 2.06140 2.62864 -0.03951 -0.1 0.1 0.1 0.40
H 1.86447 -0.23880 -1.67664 -0.2 0.1 0.2 0.49
H -0.46702 -1.89595 -2.17472 0.0 -0.1 -0.1 0.43
H 0.84478 -2.58665 -1.29052 0.0 0.0 0.1 0.43
```
Positions in Å, forces in eV/Å.

Properties
- LUMO level (eV) = -4.08
- HOMO-LUMO gap (eV) = 8.6
- net charge = +1

***

Entry 2:
The following is a DFT calculation (ωB97M-V/def2-TZVPD) of C48H45FN6O7Sr as an isolated structure.

The geometry in XYZ format:
```
108
Properties=species:S:1:pos:R:3:forces:R:3:mulliken_charge:R:1
Sr -1.22862 0.26260 -0.66837 0.2 0.0 -0.1 1.42
C 2.63345 -5.35966 -3.93573 0.0 0.0 0.0 -1.73
C 1.97364 -4.01350 -3.83367 0.0 0.0 0.0 0.44
C 1.01840 -3.59639 -4.69368 0.0 0.0 0.0 -1.07
C 0.33762 -2.33480 -4.55830 0.0 0.0 0.0 1.30
C -0.69630 -2.13417 -5.45312 0.0 0.0 0.0 -0.68
N -1.71641 -1.27150 -5.47074 0.0 -0.1 0.0 0.06
C -2.35040 -0.65965 -4.30331 0.0 0.0 0.0 0.85
C -2.67076 0.81428 -4.49262 0.0 0.0 0.0 -0.77
C -1.44903 1.65130 -4.83878 0.0 0.0 0.0 -0.26
N -1.80787 3.06736 -4.91554 0.0 0.0 0.0 0.01
C -1.25613 4.10758 -4.33789 0.0 0.0 0.0 -0.48
C -0.33355 4.24242 -3.28695 0.0 0.0 0.0 0.46
C 0.33350 5.50163 -3.26024 0.0 0.0 0.0 -0.64
C 1.28147 5.81234 -2.33677 0.0 0.0 0.0 -0.02
C 2.02124 7.12088 -2.32611 0.0 0.0 0.0 -1.68
C 1.53575 4.83747 -1.34616 0.0 0.0 0.0 -0.49
C 0.89350 3.62862 -1.25244 0.0 0.0 0.0 0.64
C 1.26011 2.83076 -0.07371 0.0 0.0 0.0 -0.84
N 0.86281 1.68320 0.29004 -0.1 0.1 0.0 0.93
C 1.34501 1.22899 1.59550 0.0 0.0 0.0 -1.48
C 1.88029 -0.19722 1.55805 0.0 0.0 0.0 0.63
C 3.02033 -0.39777 0.54399 0.0 0.0 0.0 -1.15
N 2.64329 -1.40325 -0.44001 0.0 0.0 0.0 -0.39
C 2.24395 -0.97922 -1.56460 0.0 0.0 0.0 -0.49
C 1.81005 -1.88618 -2.63663 0.0 0.0 0.0 0.26
C 2.34764 -3.12181 -2.78122 0.0 0.0 0.0 -0.17
C 0.76920 -1.39859 -3.52854 0.0 0.0 0.0 -0.12
O 0.32955 -0.23787 -3.41209 0.0 0.0 0.0 -0.63
C -0.12472 3.26953 -2.22840 0.0 0.0 -0.1 -0.15
O -0.82109 2.23635 -2.14156 -0.1 0.1 0.2 0.12
H 2.25881 -5.91542 -4.79493 0.0 0.0 0.0 0.37
H 2.44168 -5.95620 -3.04109 0.0 0.0 0.0 0.32
H 3.71685 -5.26505 -4.03849 0.0 0.0 0.0 0.37
H 0.69882 -4.25415 -5.49647 0.0 0.0 0.0 0.26
H -0.70629 -2.80697 -6.30763 0.0 0.0 0.0 0.36
H -2.31790 -1.36259 -6.27434 0.0 0.0 0.0 0.32
H -1.69424 -0.80670 -3.45748 0.0 0.0 0.0 -1.10
H -3.27246 -1.20701 -4.09261 0.0 0.0 0.0 0.53
H -3.10082 1.17325 -3.55527 0.0 0.0 0.0 0.14
H -3.43825 0.94037 -5.26826 0.0 0.0 0.0 0.56
H -1.05712 1.37224 -5.82040 0.0 0.0 0.0 0.36
H -0.66242 1.51002 -4.11288 0.0 0.0 0.0 -0.19
H -2.49507 3.28799 -5.62122 0.0 0.0 0.0 0.33
H -1.56947 5.04535 -4.79065 0.0 0.0 0.0 0.40
H 0.08686 6.22420 -4.03262 0.0 0.0 0.0 0.30
H 1.67183 7.77391 -3.12507 0.0 0.0 0.0 0.37
H 3.09388 6.96964 -2.46269 0.0 0.0 0.0 0.33
H 1.88306 7.64581 -1.37906 0.0 0.0 0.0 0.36
H 2.27161 5.07528 -0.58273 0.0 0.0 0.0 0.46
H 1.97268 3.36119 0.57261 0.0 0.0 0.0 0.09
H 0.50025 1.28107 2.28844 0.0 0.0 0.0 0.30
H 2.11755 1.91184 1.97367 0.0 0.0 0.0 0.45
H 1.07068 -0.88675 1.31341 0.0 0.0 0.0 -0.65
H 2.19917 -0.45770 2.56893 0.0 0.0 0.0 0.61
H 3.92180 -0.74658 1.04863 0.0 0.0 0.0 0.45
H 3.26060 0.55875 0.05999 0.0 0.0 0.0 0.42
H 2.18444 0.09222 -1.78961 0.0 0.0 0.0 0.48
H 3.10844 -3.43178 -2.07124 0.0 0.0 0.0 0.55
C -4.95532 -5.29697 1.99532 0.0 0.0 0.0 -1.01
C -5.65050 -5.03811 0.66487 0.0 0.0 0.0 -0.27
C -7.16830 -4.99342 0.77002 0.0 0.0 0.0 -1.22
C -7.61225 -3.81039 1.61821 0.0 0.0 0.0 -1.21
C -6.98870 -2.53627 1.11213 0.0 0.0 0.0 0.67
C -7.57157 -1.31577 1.36326 0.0 0.0 0.0 -0.54
C -6.98894 -0.14520 0.88598 0.0 0.0 0.0 -0.09
F -7.59860 1.02246 1.16879 0.0 0.0 0.0 -0.38
C -5.84366 -0.15458 0.14654 0.0 0.0 0.0 -0.60
C -5.23710 -1.38571 -0.13506 0.0 0.0 0.0 0.30
C -3.99894 -1.39480 -0.92613 0.0 0.0 0.0 0.97
O -3.55656 -0.32282 -1.39295 0.0 0.0 0.0 -0.78
C -3.39064 -2.67610 -1.10910 0.0 0.0 -0.1 0.44
C -4.01534 -3.78222 -0.61535 0.0 0.0 0.0 -0.27
N -5.16616 -3.77585 0.07944 0.0 0.0 0.0 0.21
C -5.79669 -2.57185 0.35689 0.0 0.0 0.0 -0.22
C -2.05343 -2.90357 -1.80228 0.1 -0.1 0.2 -0.63
O -1.87922 -3.99483 -2.34713 0.0 0.0 -0.1 -0.83
O -1.20877 -1.96222 -1.68570 -0.1 0.0 0.0 0.49
H -5.32944 -6.21764 2.44631 0.0 0.0 0.0 0.42
H -5.11973 -4.47314 2.69184 0.0 0.0 0.0 0.35
H -3.87951 -5.39383 1.85024 0.0 0.0 0.0 0.09
H -5.37049 -5.81983 -0.04299 0.0 0.0 0.0 0.59
H -7.52155 -5.93315 1.19585 0.0 0.0 0.0 0.43
H -7.59142 -4.90570 -0.23375 0.0 0.0 0.0 0.36
H -7.33012 -3.97102 2.66240 0.0 0.0 0.0 0.36
H -8.69861 -3.71549 1.60217 0.0 0.0 0.0 0.49
H -8.48977 -1.24996 1.93382 0.0 0.0 0.0 0.50
H -5.38501 0.75534 -0.21363 0.0 0.0 0.0 0.63
H -3.56150 -4.75086 -0.79032 0.0 0.0 0.0 0.57
O -2.10519 1.48051 3.52526 0.0 0.0 0.0 -0.76
C -2.14631 0.87523 2.45577 0.0 -0.1 0.1 -0.21
O -2.20404 1.33807 1.28084 0.1 -0.1 -0.1 -0.78
C -2.07458 -0.65667 2.58360 0.0 0.0 0.1 0.57
C -2.65145 -1.25366 3.73539 0.0 0.0 0.0 -0.99
C -2.53546 -2.59525 3.90826 0.0 0.0 0.0 -1.05
C -1.79882 -3.35964 2.96798 0.0 0.0 0.0 1.32
C -1.58048 -4.74827 3.11508 0.0 0.0 0.0 -0.81
C -0.84773 -5.43697 2.18907 0.0 0.0 0.0 -0.71
C -0.29279 -4.76044 1.08243 0.0 0.0 0.0 -0.71
C -0.47827 -3.41553 0.92133 0.0 0.0 0.0 0.27
C -1.24867 -2.68593 1.85642 0.0 0.0 0.0 -0.71
N -1.42983 -1.33863 1.66653 0.0 0.1 0.0 1.11
H -3.14989 -0.60833 4.44330 0.0 0.0 0.0 0.60
H -2.97273 -3.09260 4.76748 0.0 0.0 0.0 0.45
H -2.00108 -5.25381 3.97735 0.0 0.0 0.0 0.40
H -0.68290 -6.50057 2.30710 0.0 0.0 0.0 0.39
H 0.28642 -5.30868 0.35091 0.0 0.0 0.0 0.54
H -0.05667 -2.89579 0.07137 0.0 0.0 0.0 -0.13
```
Positions in Å, forces in eV/Å.

Properties
- LUMO level (eV) = -0.52
- HOMO-LUMO gap (eV) = 6.7
- net charge = 0

***

Entry 3:
The following is a DFT calculation (ωB97M-V/def2-TZVPD) of C30H57BN2O4P2S3SbTi as an isolated structure.

The geometry in XYZ format:
```
101
Properties=species:S:1:pos:R:3:forces:R:3:lowdin_spin:R:1
Ti 0.11959 1.04881 -0.69637 0.2 1.2 -1.3 0.27
C -0.48030 -3.72551 -5.95263 0.0 0.0 0.0 0.00
C -0.68068 -3.81280 -4.43277 0.0 0.0 0.0 0.00
C -1.70417 -4.89867 -4.11399 0.0 0.0 0.0 0.00
C 0.67842 -4.20729 -3.83634 0.0 0.0 0.0 0.00
P -1.02026 -2.07254 -3.76754 -0.1 -0.1 0.0 0.00
C -1.27876 -2.35233 -1.93254 0.0 0.0 0.0 0.00
N -0.05576 -2.29785 -1.15807 0.1 0.0 0.0 0.00
B 0.74678 -1.10920 -0.89364 -0.1 -0.3 0.1 0.00
N 1.94405 -1.65368 -0.28132 0.0 0.0 -0.1 0.00
C 3.13391 -0.90805 0.06464 0.0 0.0 0.0 0.00
P 2.96220 0.75444 -0.73862 0.0 -0.1 0.0 0.01
C 4.19449 1.77656 0.25205 0.0 0.0 0.0 0.00
C 5.65793 1.32838 0.19733 0.0 0.0 0.0 0.00
C 3.72471 1.66121 1.70920 0.0 0.0 0.0 0.01
C 4.08847 3.24818 -0.16406 -0.1 -0.1 0.1 0.00
C 3.66278 0.41420 -2.48044 0.0 0.0 0.0 0.00
C 2.69394 -0.51067 -3.23341 0.0 0.0 0.0 0.00
C 5.03384 -0.27145 -2.51512 0.0 0.0 0.0 0.00
C 3.75249 1.73035 -3.26165 0.0 0.0 0.0 0.00
C 1.81090 -3.00907 -0.08527 0.0 0.0 0.0 0.00
C 2.65614 -3.92889 0.51104 0.0 0.0 0.0 0.00
C 2.22788 -5.25317 0.62521 0.0 0.0 0.0 0.00
C 0.98198 -5.63809 0.14990 0.0 0.0 0.0 0.00
C 0.13268 -4.71952 -0.47133 0.0 0.0 0.1 0.00
C 0.55390 -3.40575 -0.60533 0.0 0.0 0.1 0.00
C -2.79319 -1.58226 -4.20776 0.0 0.0 0.0 0.00
C -3.89437 -2.20189 -3.33632 0.0 0.0 0.1 0.00
C -3.11229 -1.85888 -5.67815 0.0 0.0 0.0 0.00
C -2.78832 -0.05743 -4.01587 0.0 0.0 0.0 0.00
H -1.41482 -3.60709 -6.49730 0.0 0.0 0.0 0.00
H 0.17329 -2.88820 -6.20855 0.0 0.0 0.0 0.00
H -0.00365 -4.64705 -6.30510 0.0 0.0 0.0 0.00
H -2.67126 -4.69199 -4.57531 0.0 0.0 0.0 0.00
H -1.35166 -5.86500 -4.49498 0.0 0.0 0.0 0.00
H -1.85434 -5.00684 -3.03781 0.0 0.0 0.0 0.00
H 1.03733 -5.12221 -4.32139 0.0 0.0 0.0 0.00
H 1.42040 -3.42193 -3.99947 0.0 0.0 0.0 0.00
H 0.62275 -4.39938 -2.76534 0.0 0.0 -0.2 0.00
H -1.93707 -1.54274 -1.60645 0.0 0.0 0.0 0.00
H -1.81012 -3.28567 -1.73497 0.0 0.0 0.0 0.00
H 3.20401 -0.76694 1.14506 0.0 -0.1 0.0 0.00
H 4.02804 -1.44186 -0.27417 0.0 0.0 0.0 0.00
H 5.76919 0.24541 0.29614 0.0 0.0 0.0 0.00
H 6.14930 1.64983 -0.72220 0.0 0.0 0.0 0.00
H 6.19239 1.79557 1.03079 0.0 0.0 0.0 0.00
H 4.02296 0.71454 2.16337 0.0 0.1 0.0 0.00
H 4.15114 2.48265 2.28815 0.0 0.0 0.0 0.00
H 2.64484 1.76938 1.79304 -0.1 0.1 0.0 0.01
H 4.41396 3.41911 -1.18602 0.0 0.0 -0.2 0.00
H 3.07244 3.62563 -0.03620 0.0 0.0 0.0 0.00
H 4.72317 3.84415 0.49946 0.0 0.0 0.0 0.00
H 2.63830 -1.49812 -2.77150 0.0 0.0 0.0 0.00
H 1.69096 -0.09226 -3.28883 0.0 0.0 0.0 0.00
H 3.07216 -0.64004 -4.25520 0.0 0.0 0.0 0.00
H 5.02034 -1.24543 -2.02303 0.0 0.0 0.0 0.00
H 5.29427 -0.44712 -3.56455 0.0 0.0 0.0 0.00
H 5.82759 0.33003 -2.07672 -0.1 -0.1 -0.1 0.00
H 2.84459 2.32487 -3.14386 0.0 0.0 0.0 0.00
H 4.61810 2.31789 -2.95882 0.0 0.1 0.1 0.00
H 3.86819 1.49871 -4.32601 0.0 0.0 0.0 0.00
H 3.61730 -3.61818 0.90225 0.0 0.0 0.0 0.00
H 2.87034 -5.98342 1.10296 0.0 0.0 0.0 0.00
H 0.65838 -6.66624 0.26181 0.0 0.0 0.0 0.00
H -0.83503 -5.03621 -0.84159 0.0 0.0 0.0 0.00
H -3.81050 -3.28737 -3.26316 0.0 0.0 0.0 0.00
H -3.89278 -1.77911 -2.33108 0.0 0.0 0.0 0.00
H -4.87046 -1.97320 -3.77908 0.0 0.0 0.0 0.00
H -3.29637 -2.91878 -5.86807 0.0 0.0 0.0 0.00
H -4.02347 -1.31393 -5.94642 0.0 0.0 0.0 0.00
H -2.31138 -1.51546 -6.33690 0.0 0.0 0.0 0.00
H -2.34711 0.24200 -3.06729 0.0 0.0 0.1 0.00
H -2.19780 0.42992 -4.79323 0.0 0.0 0.0 0.00
H -3.81368 0.32523 -4.05043 0.0 0.0 0.0 0.00
C 1.98444 -2.32926 3.68173 0.0 0.0 0.0 0.00
O 2.13034 -1.02292 3.18938 0.0 0.1 0.0 0.00
C 1.08699 -0.13904 3.58195 -0.1 -0.1 0.0 0.00
C -0.30613 -0.62986 3.28383 -0.1 0.1 -0.1 0.00
O -0.50490 -0.82098 1.89711 0.2 -0.2 0.2 0.00
C -1.75559 -1.44005 1.68335 0.0 0.1 0.0 0.00
H 1.77254 -2.32890 4.76090 0.0 0.0 0.0 0.00
H 2.92827 -2.84794 3.50954 0.0 0.0 0.0 0.00
H 1.19208 -2.88007 3.16433 0.0 0.0 0.0 0.00
H 1.25912 0.80849 3.07447 0.0 0.0 0.0 0.00
H 1.15120 0.03947 4.66551 0.0 0.0 0.0 0.00
H -1.00544 0.12885 3.65166 0.0 0.1 0.0 0.01
H -0.50228 -1.57513 3.81525 0.0 0.0 0.0 0.00
H -1.75833 -2.45097 2.11769 0.0 0.0 0.0 0.00
H -2.55948 -0.84835 2.13511 0.0 0.0 0.0 0.00
H -1.93346 -1.49702 0.61653 0.0 0.0 0.0 0.00
S 1.55604 4.68881 2.01951 0.0 0.0 0.0 0.16
Sb -0.08525 3.38687 1.04009 -0.1 -0.1 0.3 0.36
S -1.65980 2.78933 2.65513 0.1 -0.1 0.1 0.17
S 0.14333 2.10525 -2.58787 0.0 -0.6 0.8 -0.01
C -3.48712 2.25616 -0.43698 0.1 -0.1 0.0 0.00
C -2.98890 0.84086 -0.53539 -0.2 0.2 -0.2 0.00
O -3.72564 -0.11521 -0.73437 0.1 0.0 0.1 0.00
O -1.69609 0.71900 -0.40720 0.0 -0.3 0.1 0.00
H -3.27152 2.61503 0.57385 0.0 0.0 0.0 0.00
H -4.55199 2.30620 -0.65155 0.0 0.0 0.0 0.00
H -2.91430 2.87520 -1.13177 0.0 0.0 0.0 0.00
```
Positions in Å, forces in eV/Å.

Properties
- LUMO level (alpha / beta) (eV) = 4.02 / 4.02
- HOMO-LUMO gap (alpha / beta) (eV) = 4.2 / 5.4
- net charge = -2
- 2S+1 = 2

***

What are the max |F| values for these records? In order: 1.05; 0.26; 1.78 eV Å⁻¹.
What are the energy above the lowest of the compared OMol25 structures with the same formula, charge and spin values for these records? In order: 44.81; 23.24; 37.21 kcal/mol.